(a)
Here is an isolated ion of composition C4H6NO2 and charge +1 from the Open Molecules 2025 dataset. Energies are from wB97M-V/def2-TZVPD.

Positions of all 13 atoms, in Å:
C 0.0233 0.5696 1.3662
C 0.4421 0.1210 0.2492
C -0.3770 -0.6589 -0.7557
C 1.8517 0.3627 -0.2363
N -2.3360 -0.1229 0.4818
O -3.4392 -0.2040 0.6826
O -1.8014 -0.4618 -0.7233
H -0.3193 1.3023 2.0679
H -0.1096 -0.4782 -1.7921
H -0.4062 -1.6620 -0.2357
H 1.7411 0.5987 -1.3825
H 2.5725 -0.5379 -0.0324
H 2.1580 1.1715 0.3103

Computed properties:
Orbital gap (spin up / spin down) = 8.22 / 8.22 eV
Charge = +1

(b)
Here is a 2-piece molecular cluster, C4H6NO2 overall from the Open Molecules 2025 dataset. Energies are from wB97M-V/def2-TZVPD.

Positions of all 13 atoms, in Å:
C 1.8144 -0.3906 1.0750
C 1.2013 -0.3606 2.1188
C 2.2610 -0.3062 -0.2538
C -1.5380 0.5206 -0.5753
N -0.9505 -0.1286 -1.4753
O 1.5372 -0.2356 -1.2503
O 0.5581 -0.4150 3.1973
H 3.2984 -0.4445 -0.5128
H -2.5792 0.5154 -0.3238
H -0.9960 1.3653 -0.1411
H 0.1505 0.0819 -1.5854
H -1.4943 -0.6765 -2.2171
H 1.2421 -0.4011 3.9974

Computed properties:
Orbital gap = 9.56 eV
Charge = +1

(c)
Here is an isolated ion of composition C4H6NO2 and charge +1 from the Open Molecules 2025 dataset. Energies are from wB97M-V/def2-TZVPD.

Positions of all 13 atoms, in Å:
O 2.1774 1.7768 -1.1694
C 1.0063 1.5499 -1.0087
C 0.3923 0.3876 -0.4252
C -0.8786 0.0190 -0.1584
O -2.0055 0.3543 -0.6545
C -0.5017 -1.1338 0.7350
N 0.9630 -0.7520 0.6450
H 0.2761 2.2734 -1.5071
H -2.9588 0.3133 -0.3339
H -1.0324 -1.0321 1.7073
H -0.5017 -2.0660 0.3829
H 1.8171 -1.4037 0.3347
H 1.2463 -0.2867 1.4524

Computed properties:
SMILES = O=CC1=C(O)C[NH2+]1
Orbital gap = 9.96 eV
Charge = +1

Stability verdict: (c), ahead by 4.0 kcal/mol

(a)
Here is one molecule with the formula C30H38N4O3S from the Open Molecules 2025 dataset. Energies are from wB97M-V/def2-TZVPD.

Positions of all 76 atoms, in Å:
O -3.1715 -2.0135 0.0221
C -1.9588 -1.9374 -0.0120
N -1.1380 -2.1364 1.0179
C -1.5774 -2.4558 2.3575
C -1.0715 -3.8402 2.7770
C 0.4476 -3.8594 2.9263
C 0.8956 -2.8051 3.9338
C 0.4324 -1.4209 3.4905
C -1.0872 -1.3886 3.3425
C -1.2126 -1.5707 -1.3203
C -0.3582 -2.7042 -1.7912
C -0.3172 -3.9924 -1.3604
C 0.5929 -4.7909 -2.0910
C 1.2263 -4.0994 -3.0687
S 0.7247 -2.4565 -3.1271
N -0.4363 -0.3339 -1.2202
C -1.1420 0.8810 -1.5680
C -2.3812 1.0885 -0.6903
C -2.9698 2.4810 -0.9148
N -4.3451 2.5669 -0.4634
C -4.9653 3.8173 -0.8670
C -6.4385 3.8031 -0.4609
O -6.5851 3.6332 0.9281
C -5.9739 2.4320 1.3366
C -4.4896 2.4004 0.9734
C 0.8124 -0.3488 -0.6933
O 1.2337 -1.2984 -0.0215
C 1.7177 0.7679 -0.9507
C 1.8745 1.6950 -1.9711
C 3.0571 2.3921 -1.7216
C 3.6164 1.8844 -0.5557
C 4.8260 2.2755 0.1430
C 5.0408 1.9206 1.4767
C 6.1967 2.3024 2.1299
C 7.1607 3.0454 1.4693
C 6.9586 3.4060 0.1468
C 5.8055 3.0262 -0.5107
N 2.7900 0.9041 -0.1180
H -0.1370 -2.0525 0.8435
H -2.6732 -2.4577 2.3268
H -1.5343 -4.1025 3.7307
H -1.3877 -4.5790 2.0381
H 0.7679 -4.8498 3.2564
H 0.9193 -3.6627 1.9615
H 1.9832 -2.8209 4.0290
H 0.4699 -3.0341 4.9140
H 0.7422 -0.6703 4.2214
H 0.9034 -1.1732 2.5373
H -1.5507 -1.5736 4.3136
H -1.4112 -0.4035 2.9986
H -1.9884 -1.3813 -2.0740
H -0.9182 -4.3672 -0.5523
H 0.7656 -5.8324 -1.8875
H 1.9641 -4.4456 -3.7646
H -1.4326 0.8466 -2.6243
H -0.4688 1.7236 -1.4152
H -3.1502 0.3497 -0.9141
H -2.0866 0.9648 0.3536
H -2.3290 3.2410 -0.4283
H -2.9759 2.6900 -1.9890
H -4.4687 4.6855 -0.3960
H -4.8888 3.9169 -1.9520
H -6.9473 2.9853 -0.9928
H -6.9161 4.7529 -0.7080
H -6.4736 1.5774 0.8575
H -6.1066 2.3726 2.4182
H -3.9603 3.1998 1.5244
H -4.0804 1.4336 1.2654
H 1.2363 1.8291 -2.8216
H 3.4512 3.1882 -2.3208
H 4.2934 1.3572 2.0166
H 6.3454 2.0212 3.1623
H 8.0630 3.3426 1.9822
H 7.7069 3.9847 -0.3746
H 5.6615 3.2999 -1.5442
H 2.9496 0.2796 0.6568

Computed properties:
SMILES = O=C(NC1CCCCC1)[C@H](c1cccs1)N(CCCN1CCOCC1)C(=O)c1ccc(-c2ccccc2)[nH]1
Orbital gap = 8.48 eV

(b)
Here is one molecule with the formula C30H38N4O3S from the Open Molecules 2025 dataset. Energies are from wB97M-V/def2-TZVPD.

Positions of all 76 atoms, in Å:
O 1.7809 2.7535 -1.0658
C 0.9780 2.6407 -0.1620
N -0.2495 3.1775 -0.1608
C -0.8210 3.8317 -1.3213
C -1.4694 2.8113 -2.2672
C -2.7053 2.1749 -1.6379
C -3.7165 3.2513 -1.2557
C -3.0902 4.2352 -0.2722
C -1.8421 4.8788 -0.8746
C 1.2288 1.8031 1.1167
C 2.6563 1.7380 1.5299
C 3.7920 1.8113 0.7852
C 4.9691 1.7238 1.5632
C 4.7144 1.5798 2.8874
S 3.0284 1.5567 3.2220
N 0.6396 0.4805 0.8556
C 1.4309 -0.4656 0.1042
C 2.2175 -1.4235 1.0035
C 2.9610 -2.4662 0.1649
N 3.8493 -1.8183 -0.7833
C 5.1306 -1.4057 -0.2332
C 6.1241 -2.5696 -0.1106
O 6.3023 -3.2311 -1.3456
C 5.0701 -3.6979 -1.8534
C 4.0753 -2.5424 -2.0217
C -0.6744 0.3394 1.1368
O -1.3311 1.2872 1.5961
C -1.3910 -0.9087 0.8773
C -1.1142 -2.2368 0.5838
C -2.3337 -2.9085 0.4865
C -3.3492 -1.9900 0.7177
C -4.7892 -2.1643 0.7020
C -5.6450 -1.0744 0.5288
C -7.0149 -1.2519 0.5107
C -7.5581 -2.5167 0.6635
C -6.7191 -3.6063 0.8323
C -5.3491 -3.4343 0.8516
N -2.7517 -0.8003 0.9508
H -0.8921 2.8835 0.5675
H 0.0138 4.3154 -1.8416
H -1.7515 3.3227 -3.1896
H -0.7329 2.0452 -2.5179
H -3.1533 1.4689 -2.3407
H -2.4152 1.6168 -0.7462
H -4.6024 2.7935 -0.8101
H -4.0341 3.7857 -2.1543
H -3.8097 5.0153 -0.0150
H -2.8339 3.7087 0.6497
H -2.1285 5.4725 -1.7449
H -1.3788 5.5482 -0.1475
H 0.6438 2.2338 1.9384
H 3.7850 1.9497 -0.2795
H 5.9603 1.7681 1.1488
H 5.4109 1.4883 3.6971
H 2.1362 0.0927 -0.5143
H 0.7725 -1.0268 -0.5616
H 2.9306 -0.8554 1.5989
H 1.5416 -1.9285 1.6956
H 3.4817 -3.1594 0.8436
H 2.2307 -3.0472 -0.4051
H 5.5472 -0.6564 -0.9129
H 4.9789 -0.9432 0.7419
H 5.7732 -3.2893 0.6466
H 7.1099 -2.2051 0.1823
H 4.6509 -4.4593 -1.1756
H 5.2957 -4.1626 -2.8145
H 4.4877 -1.8286 -2.7418
H 3.1241 -2.9146 -2.4057
H -0.1557 -2.6991 0.4731
H -2.4580 -3.9472 0.2526
H -5.2383 -0.0834 0.3873
H -7.6635 -0.3989 0.3733
H -8.6291 -2.6526 0.6494
H -7.1370 -4.5951 0.9524
H -4.7013 -4.2851 0.9960
H -3.1930 0.0667 1.2187

Computed properties:
SMILES = O=C(NC1CCCCC1)[C@H](c1cccs1)N(CCCN1CCOCC1)C(=O)c1ccc(-c2ccccc2)[nH]1
Orbital gap = 8.53 eV

Stability verdict: (b), ahead by 2.6 kcal/mol

(a)
Here is one molecule with the formula C9H11PS from the Open Molecules 2025 dataset. Energies are from wB97M-V/def2-TZVPD.

Positions of all 22 atoms, in Å:
C 2.4823 -0.3275 -0.6212
C 1.7522 0.1495 -1.7648
C 1.9788 -0.2427 0.6362
C -1.1342 -1.2086 -0.0166
C -2.3261 -0.6025 -0.3499
C 0.6601 0.9169 -1.6443
C -0.3659 -0.9684 1.2000
C -2.9873 0.2488 0.5169
C 0.6549 0.2814 1.1106
P 0.0090 1.5648 -0.1007
S 0.8254 3.3162 0.2902
H 3.4774 -0.5973 -0.7257
H 1.9745 -0.2813 -2.7131
H 2.4749 -0.7051 1.5058
H -0.7016 -1.7609 -0.7360
H -2.7658 -0.8300 -1.3403
H 0.1213 1.3692 -2.4876
H -0.8389 -0.6923 2.0958
H 0.5275 -1.6054 1.4068
H -3.8750 0.7672 0.1896
H -2.7439 0.4358 1.4953
H 0.8006 0.7723 2.0530

Computed properties:
Orbital gap (spin up / spin down) = 6.04 / 7.49 eV

(b)
Here is one molecule with the formula C9H11PS from the Open Molecules 2025 dataset. Energies are from wB97M-V/def2-TZVPD.

Positions of all 22 atoms, in Å:
C 0.8190 -1.9945 2.2909
C 1.4567 -2.3782 1.2072
C 0.6439 -2.4993 0.0064
C 0.1853 -1.3679 -0.5568
C 0.3918 -0.0031 -0.1964
C 0.3690 1.0445 -1.2990
C -1.0659 1.4741 -1.6825
C -1.5861 2.3803 -0.5391
C -1.1649 2.2321 0.6992
P -0.3827 0.7416 1.3501
S 1.7313 0.6080 0.8925
H -0.2535 -1.8425 2.1548
H 1.4512 -1.7641 3.1595
H 2.4899 -2.3514 1.1536
H 0.4584 -3.5348 -0.2553
H -0.5359 -1.6054 -1.4079
H 0.9242 1.8577 -0.9346
H 0.9056 0.6553 -2.2630
H -1.7311 0.5732 -1.7836
H -0.9297 2.0576 -2.6161
H -2.5184 2.9554 -0.8746
H -1.6582 2.7614 1.4947

Computed properties:
SMILES = C=C/C=C\[C@@]12CCC=CP1S2
Orbital gap = 8.43 eV

Stability verdict: (b), ahead by 18.0 kcal/mol